{"formula": "C23H43Br2NO3PdS5Si", "method": "the ωB97M-V functional and the def2-TZVPD basis", "homo_lumo_gap_ha": [0.3532, 0.2079], "charge": 2, "e_above_lowest_kcal_mol": 5.5, "spin_multiplicity": 5, "e_homo_ev": [-14.04, -14.04], "e_lumo_ev": [-4.429, -8.379], "symbols": ["Pd", "Br", "Br", "S", "S", "S", "S", "S", "Si", "O", "O", "O", "N", "C", "C", "C", "C", "C", "C", "C", "C", "C", "C", "C", "C", "C", "C", "C", "C", "C", "C", "C", "C", "C", "C", "C", "H", "H", "H", "H", "H", "H", "H", "H", "H", "H", "H", "H", "H", "H", "H", "H", "H", "H", "H", "H", "H", "H", "H", "H", "H", "H", "H", "H", "H", "H", "H", "H", "H", "H", "H", "H", "H", "H", "H", "H", "H", "H", "H"], "xyz": [[0.83685, -1.43297, -1.39200], [3.01778, -6.07213, 1.76785], [2.03672, 0.70890, -1.99118], [-1.66845, -1.06052, -2.33565], [-0.44659, -2.26414, 0.61170], [0.73252, -0.83449, 1.30438], [-0.03713, -4.06498, -2.23101], [1.28604, -1.61105, -3.96995], [-0.48478, 1.95702, 1.53204], [0.75253, -0.80188, 2.72728], [2.01616, -0.88105, 0.64629], [-0.02233, 0.51138, 0.80695], [2.62147, -3.02476, -0.92862], [-0.85234, 1.19805, 4.56616], [0.68167, 4.01790, 3.20685], [-2.60824, 2.69349, 3.55755], [-1.78453, 1.44647, 3.41720], [-0.02977, -0.50792, -4.56708], [-2.06450, 4.15292, 0.56584], [4.94861, -3.18120, -0.48533], [-2.96683, 1.87306, 0.05597], [-1.74652, -3.87463, -2.83673], [0.88586, -4.33529, -3.77195], [-1.68718, 2.70417, 0.22296], [4.73003, -4.22744, 0.39464], [1.03717, 2.97392, 2.14109], [-1.44909, -0.84898, -4.14249], [-2.46091, -2.69437, -2.20609], [-0.93410, 2.71485, -1.11987], [3.86947, -2.59675, -1.12494], [2.12719, 2.02763, 2.65545], [2.39532, -4.02883, -0.08443], [3.42699, -4.65733, 0.59528], [0.80963, -3.18789, -4.75889], [1.57627, 3.73066, 0.91184], [-2.52873, 0.22365, 2.95896], [-2.74604, 0.81359, -0.08592], [-2.27589, -4.78289, -2.54556], [-3.27536, 2.85862, 2.71375], [2.98129, 2.62563, 2.97970], [-3.64520, 1.98723, 0.90149], [-1.61874, 3.07297, -1.89304], [-0.11310, 0.43462, 4.35014], [0.03782, -0.50413, -5.65615], [0.52314, -5.26135, -4.21838], [-3.16077, -0.10363, 3.79427], [2.47493, 1.35306, 1.87159], [-1.45992, 0.80711, 5.39267], [-2.09286, -0.01764, -4.42909], [0.26447, 0.47518, -4.20188], [-3.18413, 0.40608, 2.11074], [-0.06936, 3.37685, -1.10353], [0.44407, 3.57205, 4.16952], [-0.18033, -3.08032, -5.19757], [-3.23752, 2.56882, 4.44767], [5.94903, -2.81894, -0.67519], [-1.85819, -0.60424, 2.74926], [-0.37116, 2.10209, 4.92700], [1.51889, -3.35275, -5.57022], [-1.73070, -3.83607, -3.92372], [-0.58855, 1.72127, -1.38883], [-3.46177, -2.59477, -2.62535], [-1.19268, 4.80768, 0.58082], [1.37594, -4.35410, 0.05947], [5.55050, -4.69533, 0.92151], [1.54937, 4.66187, 3.36125], [1.79913, 1.42501, 3.50299], [2.49025, 4.24276, 1.22039], [-2.74654, 4.52903, -0.19983], [-2.54848, -2.84223, -1.12971], [-0.14801, 4.65533, 2.89297], [1.83257, 3.06797, 0.08633], [-1.99801, 3.58259, 3.72259], [-3.50117, 2.22614, -0.82864], [4.00341, -1.76652, -1.80738], [0.87797, 4.48989, 0.55902], [-2.57013, 4.24234, 1.52731], [1.91166, -4.48910, -3.43509], [-1.82608, -1.74724, -4.62744]]}

{"formula": "CH3NO2S", "method": "the ωB97M-V functional and the def2-TZVPD basis", "homo_lumo_gap_ha": [0.2593, 0.2711], "e_above_lowest_kcal_mol": 113.0, "e_homo_ev": [-9.07, -8.72], "e_lumo_ev": [-2.010, -1.341], "symbols": ["S", "O", "O", "N", "C", "H", "H", "H"], "xyz": [[0.97701, -0.59316, -1.27365], [-1.26655, -0.40374, -0.45472], [-2.63757, 1.31368, -0.57471], [-2.26625, 0.26515, -0.21651], [1.27868, -0.21511, 0.36688], [1.95512, -0.89163, 0.81720], [0.30599, -0.29700, 0.82587], [1.65356, 0.82181, 0.50964]]}

{"formula": "C2H5N3OS", "method": "the ωB97M-V functional and the def2-TZVPD basis", "homo_lumo_gap_ha": 0.3175, "e_above_lowest_kcal_mol": 165.1, "e_homo_ev": -8.77, "e_lumo_ev": -0.127, "symbols": ["S", "O", "N", "N", "N", "C", "C", "H", "H", "H", "H", "H"], "xyz": [[2.02032, -1.46944, -1.66387], [-0.23910, 1.52226, 2.52588], [0.03768, 0.90633, 1.32228], [1.18585, -0.13167, -0.72130], [-0.85971, -0.47925, -1.74450], [-0.28559, 0.05317, -0.68777], [-0.85617, 0.52578, 0.55552], [-2.03317, 0.42795, 0.72327], [0.63176, -2.36342, -1.75639], [0.95091, 1.89284, 2.71471], [-1.92721, -0.47702, -1.71806], [1.37444, -0.40752, 0.45023]]}

{"formula": "C8H17FN6O4PS", "method": "the ωB97M-V functional and the def2-TZVPD basis", "homo_lumo_gap_ha": 0.2410, "charge": 1, "e_homo_ev": -13.04, "e_lumo_ev": -6.480, "symbols": ["S", "P", "F", "O", "O", "O", "O", "N", "N", "N", "N", "N", "N", "C", "C", "C", "C", "C", "C", "C", "C", "H", "H", "H", "H", "H", "H", "H", "H", "H", "H", "H", "H", "H", "H", "H", "H", "H"], "xyz": [[-0.77078, -2.36559, 1.18110], [-2.68396, -0.44437, 1.88338], [-0.28433, -2.73466, -0.42719], [2.20457, -0.54896, 2.07395], [0.34387, -2.94771, 2.13550], [-2.04799, -3.18094, 1.49208], [-3.23258, 1.03188, 1.97678], [-0.32533, 2.45605, 3.17587], [-0.97544, -0.61253, 1.42980], [-1.44165, 0.08822, -0.93986], [1.77279, 0.21667, -0.32290], [-3.33120, 0.25763, -3.62950], [0.66031, 0.94551, -0.01956], [-1.96143, 0.23009, -3.54662], [-0.42884, 2.57762, 1.78412], [-0.59870, 0.15440, 0.17884], [0.85615, 2.10499, 0.89226], [3.05098, -2.08604, 0.23236], [2.26576, -0.70269, 0.75213], [2.86299, 0.99220, -1.02064], [-1.08224, 0.81990, -2.25121], [-1.22861, 2.76306, 3.62555], [-1.26096, 1.99158, -2.10602], [-2.85338, -1.10998, 3.17966], [2.32341, 1.77078, -1.74710], [-2.33384, -0.45066, -0.97200], [1.76823, 1.98706, 1.65367], [3.59776, -2.57111, 1.17511], [3.85007, -1.79171, -0.58134], [-3.60035, -1.15346, 0.97925], [-1.44574, 2.98576, 1.36510], [-1.36794, -0.21701, -4.48032], [-3.54708, -0.18028, -4.57536], [1.15925, 3.04230, 0.21743], [0.05277, 0.63092, -2.56519], [3.39669, 0.22124, -1.75900], [3.61949, 1.53992, -0.31316], [2.28311, -2.84445, -0.22596]]}

The records above yield max |F| values of 2.61; 2.23; 6.61; 10.39 eV/Å, respectively.